This record from OMol25 describes a cluster of 10 separate species, H19O10 in total in a non-equilibrium geometry. The level of theory is ωB97M-V with the def2-TZVPD basis set.

Bonds (Å) are listed after each position.
Geometry (Å):
1 O 1.8658 0.4595 0.7690  H3 0.939, H26 0.951
2 H -1.2263 0.7176 0.9443  O25 0.992
3 H 1.7221 0.0073 -0.0418  O1 0.939
4 O -1.5668 0.5039 -2.7291  H5 0.974, H6 1.089
5 H -1.2584 0.1099 -3.5650  O4 0.974
6 H -1.0141 1.4353 -2.6182  O4 1.089
7 O 1.0244 -0.0422 -1.6681  H8 1.071, H9 0.935
8 H 0.4748 0.8685 -1.7938  O7 1.071
9 H 1.7268 0.0946 -2.2699  O7 0.935
10 O 0.6820 3.0666 -0.0804  H15 0.978, H28 1.155
11 H 1.5513 -1.7910 -1.2219  O13 0.919
12 H -2.3889 0.5182 -0.1129  O25 0.988
13 O 2.1536 -2.4127 -1.5295  H11 0.919, H24 0.935
14 H 0.3283 -2.9207 3.3304  O22 0.967
15 H -0.1410 3.4121 0.3198  O10 0.978
16 O -2.5587 -2.3472 1.2722  H17 0.999, H18 0.927
17 H -1.6310 -2.2886 1.6392  O16 0.999
18 H -2.8409 -1.5480 1.6466  O16 0.927
19 O 0.2949 0.4941 2.9523  H20 0.937, H21 0.957
20 H -0.3395 -0.1920 3.0279  O19 0.937
21 H 0.8216 0.3320 2.1694  O19 0.957
22 O -0.0165 -3.1766 2.4636  H14 0.967, H23 1.011
23 H 0.5723 -2.6575 1.8269  O22 1.011
24 H 2.7335 -2.5476 -0.8090  O13 0.935
25 O -2.1453 0.3630 0.8321  H2 0.992, H12 0.988
26 H 1.8363 1.3982 0.6170  O1 0.951
27 O -0.1833 2.5069 -2.3563  H29 0.924
28 H 0.3654 2.6742 -1.1191  O10 1.155
29 H -0.8424 2.9621 -1.8957  O27 0.924

Summary:
- E_LUMO: 0.102 hartree
- Multiplicity: 1
- Energy above the lowest of the compared OMol25 structures with the same formula, charge and spin: 39.9 kcal per mole
- E: -763.82679 a.u.
- E_HOMO: -6.2 eV
- Total charge: -1